1.
Here is one molecule with the formula C2H4Si from OMol25. Energies are from ωB97M-V/def2-TZVPD.

Values from the calculation:
Relative energy (zero: lowest compared OMol25 entry of this formula, charge and spin) (kcal/mol): 27.91

Geometry (Å):
C: -0.88404 0.27619 -0.40470
C: 0.52628 0.49117 -0.72305
Si: 0.32426 -0.52059 0.79680
H: -1.79331 0.84516 -0.77582
H: 0.98033 1.07400 -1.48647
H: 1.11335 -0.29890 1.89727
H: -0.26687 -1.86703 0.69597

Results of the natural (NBO) charge analysis, in e, for atoms 1 through 4: C -0.540; C -0.592; Si 1.060; H 0.225

=====

2.
Here is one molecule with the formula C32H30F6N4O3 from OMol25. Energies are from ωB97M-V/def2-TZVPD.

Geometry (Å):
O: 0.93564 4.15854 -0.16761
C: -0.14937 4.70416 -0.39727
N: -0.39395 5.32312 -1.59780
C: 0.57508 5.22080 -2.69586
C: 0.36032 3.98351 -3.58405
C: -0.88199 4.18046 -4.48770
C: -0.45353 3.79549 -5.88909
C: 1.04371 4.13135 -5.94979
N: 1.55136 3.85963 -4.56066
C: 2.52657 2.51496 -4.49900
C: 3.78882 2.52222 -5.33822
C: 5.02110 2.90529 -4.91380
N: 6.20940 2.78537 -5.61775
C: 6.52126 1.79800 -6.53511
C: 5.81336 0.62837 -6.80530
C: 6.37468 -0.28747 -7.69947
C: 7.64610 -0.07680 -8.25124
C: 8.39454 1.05648 -7.89230
C: 7.83186 1.98420 -7.02527
C: 8.43941 3.17317 -6.36585
C: 7.39893 3.59104 -5.31588
C: 7.73163 3.10479 -3.85368
O: 7.29046 3.90497 -2.98985
O: 8.30163 2.00853 -3.86703
C: 1.65637 1.25888 -4.70526
C: 1.25575 0.53309 -3.58655
C: 0.45734 -0.61607 -3.72857
C: 0.11149 -1.06894 -5.00175
C: 0.55862 -0.38325 -6.12765
C: 1.40659 0.74010 -5.97440
N: -1.23574 4.73882 0.47527
C: -1.28851 4.04743 1.67854
C: -2.52746 3.62621 2.19396
C: -2.57482 2.85858 3.35168
C: -3.89611 2.31948 3.85143
F: -3.99186 2.37650 5.21526
F: -4.95977 3.00616 3.34238
F: -4.05929 1.00237 3.49451
C: -1.41765 2.52645 4.05458
C: -0.19611 2.98689 3.56021
C: 1.05194 2.65697 4.34221
F: 2.17828 3.16963 3.77759
F: 0.98869 3.15036 5.62054
F: 1.23753 1.30159 4.44263
C: -0.12169 3.72542 2.38627
H: -1.27981 5.79080 -1.76069
H: 0.46268 6.12094 -3.32167
H: 1.59441 5.24933 -2.28492
H: 0.27808 3.10440 -2.94216
H: -1.73417 3.59941 -4.10476
H: -1.18464 5.25030 -4.45393
H: -0.57484 2.71599 -6.04768
H: -1.01945 4.35630 -6.64215
H: 1.66336 3.58420 -6.69278
H: 1.18389 5.24173 -6.10617
H: 2.26336 4.54771 -4.30643
H: 2.83689 2.63223 -3.44447
H: 3.74472 2.08206 -6.32656
H: 5.13331 3.42394 -3.94268
H: 4.87437 0.43601 -6.29717
H: 5.82698 -1.19100 -7.95933
H: 8.07566 -0.80550 -8.94717
H: 9.40802 1.22264 -8.26683
H: 8.60735 3.99755 -7.06647
H: 9.39713 2.93263 -5.89889
H: 7.15459 4.65780 -5.32004
H: 1.50235 0.88333 -2.58092
H: 0.11414 -1.15903 -2.84246
H: -0.55769 -1.91981 -5.12780
H: 0.27463 -0.69028 -7.14516
H: 1.81475 1.23362 -6.86864
H: -2.10079 5.10230 0.09328
H: -3.44473 3.87128 1.66997
H: -1.46972 1.93005 4.96443
H: 0.84836 4.02000 2.00863

Results of the Mulliken charge analysis, in e, for atoms 1 through 4: O -0.646; C 0.649; N -0.143; C -1.654

=====

Energy? In order: -10012.6553 -62078.4751 eV.
Lowest unoccupied orbital energy? In order: 0.84 -0.65 eV.